1.
Molecular formula: C56H48BrN6OP3SiTi
Method: DFT, the ωB97M-V functional and the def2-TZVPD basis

The total charge is +2. For the total energy, the calculation gives -7303.195046 a.u.

Atoms and positions in Å:
Ti1 -0.158 -0.518 -0.130
C1 2.938 1.851 1.936
Si1 1.673 3.004 1.168
C2 1.038 4.415 2.246
C3 1.788 5.475 2.748
C4 1.191 6.477 3.501
C5 -0.168 6.435 3.783
C6 -0.934 5.372 3.331
C7 -0.328 4.387 2.562
P1 -1.120 2.840 2.179
C8 -1.279 1.940 3.723
C9 -2.487 1.924 4.417
C10 -2.545 1.336 5.670
C11 -1.406 0.766 6.224
C12 -0.199 0.801 5.538
C13 -0.128 1.398 4.291
C14 -2.678 2.836 1.301
C15 -3.084 3.920 0.528
C16 -4.259 3.825 -0.201
C17 -5.008 2.656 -0.165
C18 -4.596 1.575 0.605
C19 -3.427 1.658 1.342
C20 2.333 3.665 -0.461
C21 2.995 4.896 -0.401
C22 3.761 5.361 -1.456
C23 3.899 4.586 -2.595
C24 3.241 3.371 -2.683
C25 2.441 2.910 -1.638
P2 1.455 1.367 -1.854
C26 2.616 0.446 -2.937
C27 3.801 0.023 -2.330
C28 4.742 -0.696 -3.047
C29 4.500 -1.026 -4.375
C30 3.319 -0.626 -4.979
C31 2.382 0.114 -4.267
C32 0.145 2.025 -2.972
C33 0.399 2.622 -4.206
C34 -0.638 3.132 -4.971
C35 -1.945 3.075 -4.509
C36 -2.211 2.508 -3.273
C37 -1.174 1.985 -2.513
H1 3.339 2.255 2.868
H2 3.775 1.700 1.252
H3 2.514 0.871 2.145
H4 2.856 5.512 2.569
H5 1.794 7.292 3.877
H6 -0.624 7.218 4.373
H7 -1.987 5.309 3.580
H8 -3.373 2.374 3.986
H9 -3.478 1.332 6.216
H10 -1.457 0.300 7.199
H11 0.692 0.367 5.973
H12 0.816 1.450 3.759
H13 -2.494 4.829 0.503
H14 -4.598 4.668 -0.788
H15 -5.923 2.585 -0.739
H16 -5.192 0.672 0.643
H17 -3.107 0.827 1.961
H18 2.916 5.501 0.492
H19 4.262 6.317 -1.381
H20 4.518 4.926 -3.415
H21 3.370 2.766 -3.570
H22 3.985 0.270 -1.290
H23 5.667 -0.998 -2.572
H24 5.239 -1.579 -4.941
H25 3.121 -0.882 -6.013
H26 1.484 0.448 -4.766
H27 1.410 2.692 -4.583
H28 -0.424 3.581 -5.932
H29 -2.752 3.478 -5.106
H30 -3.227 2.484 -2.901
H31 -1.396 1.562 -1.537
C38 -0.964 -5.908 -2.048
C39 -1.641 -5.148 -2.991
C40 -2.119 -3.891 -2.657
C41 -1.933 -3.380 -1.370
C42 -1.234 -4.143 -0.435
C43 -0.760 -5.402 -0.774
P3 -2.504 -1.670 -0.989
C44 -4.169 -1.623 -1.727
C45 -4.603 -0.391 -2.218
C46 -5.843 -0.274 -2.825
C47 -6.648 -1.395 -2.960
C48 -6.218 -2.625 -2.479
C49 -4.983 -2.746 -1.860
C50 -2.633 -1.772 0.806
C51 -3.677 -2.212 1.609
C52 -3.471 -2.260 2.980
C53 -2.239 -1.899 3.516
C54 -1.200 -1.474 2.697
C55 -1.389 -1.384 1.321
H32 -0.604 -6.896 -2.305
H33 -1.802 -5.533 -3.990
H34 -2.655 -3.310 -3.398
H35 -1.069 -3.772 0.568
H36 -0.238 -5.991 -0.032
H37 -3.952 0.469 -2.124
H38 -6.176 0.684 -3.205
H39 -7.609 -1.315 -3.451
H40 -6.846 -3.498 -2.593
H41 -4.658 -3.706 -1.485
H42 -4.624 -2.508 1.173
H43 -4.267 -2.597 3.631
H44 -2.086 -1.957 4.586
H45 -0.246 -1.228 3.143
O1 -0.234 0.961 0.674
N1 0.048 2.217 1.161
Br1 1.846 -1.544 0.725
N2 1.747 -3.819 -3.850
N3 1.013 -2.779 -3.402
N4 0.118 -2.185 -4.161
C56 -0.394 -1.305 -3.328
N5 0.183 -1.381 -2.117
N6 1.096 -2.342 -2.190
H46 1.810 -3.829 -4.854
H47 2.605 -3.944 -3.336
H48 -1.172 -0.610 -3.599

=====

2.
Molecular formula: C56H49Cl2N9O18
Method: DFT, the ωB97M-V functional and the def2-TZVPD basis

The total charge is 0. As for the SMILES: O=[N+]([O-])c1ccccc1.O=[N+]([O-])c1ccccc1.O=[N+]([O-])c1ccccc1.O=[N+]([O-])c1ccccc1.O=[N+]([O-])c1ccccc1.O=[N+]([O-])c1ccccc1.O=[N+]([O-])c1ccccc1.O=[N+]([O-])c1ccccc1.O=[N+]([O-])c1ccccc1.ClCCCl. For the total energy, the calculation gives -4929.886082 a.u.

Atoms and positions in Å:
Cl1 -18.152 6.556 -2.255
C1 -19.132 7.920 -1.678
C2 -19.792 8.604 -2.776
Cl2 -21.131 7.623 -3.490
H1 -18.355 8.591 -1.311
H2 -19.716 7.574 -0.825
H3 -19.083 8.709 -3.597
H4 -20.265 9.519 -2.420
C3 -20.342 11.695 -7.720
C4 -19.456 11.510 -8.796
C5 -19.829 11.201 -10.071
C6 -21.219 10.956 -10.288
C7 -22.136 11.028 -9.220
C8 -21.724 11.457 -7.942
N1 -21.680 10.581 -11.623
O1 -22.874 10.768 -11.914
O2 -20.814 10.294 -12.405
H5 -19.843 11.966 -6.801
H6 -18.409 11.679 -8.594
H7 -19.081 11.056 -10.836
H8 -23.188 10.793 -9.287
H9 -22.370 11.606 -7.090
C9 -28.643 11.280 -15.376
C10 -27.773 10.193 -15.665
C11 -27.565 9.818 -16.987
C12 -28.428 10.310 -18.034
C13 -29.451 11.270 -17.691
C14 -29.551 11.729 -16.352
N2 -28.372 9.816 -19.422
O3 -27.360 9.152 -19.766
O4 -29.263 10.036 -20.163
H10 -28.797 11.693 -14.390
H11 -27.225 9.788 -14.828
H12 -26.787 9.096 -17.191
H13 -30.078 11.684 -18.466
H14 -30.334 12.395 -16.022
C15 -17.025 14.481 -17.737
C16 -16.881 15.855 -17.513
C17 -16.740 16.317 -16.243
C18 -16.851 15.416 -15.156
C19 -17.006 14.055 -15.390
C20 -17.080 13.546 -16.707
N3 -16.798 15.887 -13.752
O5 -16.922 17.096 -13.580
O6 -16.645 15.074 -12.829
H15 -17.258 14.223 -18.759
H16 -17.032 16.525 -18.346
H17 -16.690 17.387 -16.100
H18 -17.265 13.521 -14.488
H19 -17.238 12.488 -16.860
C21 -9.317 14.096 -14.155
C22 -9.143 14.243 -12.795
C23 -10.164 13.792 -11.933
C24 -11.293 13.222 -12.447
C25 -11.438 13.073 -13.842
C26 -10.436 13.536 -14.632
N4 -12.259 12.614 -11.578
O7 -11.998 12.444 -10.427
O8 -13.384 12.402 -12.026
H20 -8.614 14.462 -14.889
H21 -8.271 14.732 -12.387
H22 -10.068 13.998 -10.878
H23 -12.333 12.629 -14.253
H24 -10.684 13.418 -15.677
C27 -26.023 4.750 -7.876
C28 -25.065 5.641 -8.435
C29 -24.888 5.740 -9.809
C30 -25.721 4.905 -10.587
C31 -26.684 4.083 -10.025
C32 -26.815 3.966 -8.647
N5 -25.397 4.795 -12.038
O9 -26.172 4.117 -12.712
O10 -24.515 5.543 -12.419
H25 -26.081 4.583 -6.810
H26 -24.528 6.314 -7.783
H27 -24.102 6.396 -10.153
H28 -27.154 3.374 -10.690
H29 -27.466 3.188 -8.277
C33 -10.101 9.017 -4.565
C34 -10.500 10.088 -5.367
C35 -11.737 10.747 -5.126
C36 -12.663 10.242 -4.189
C37 -12.291 9.109 -3.454
C38 -11.045 8.475 -3.641
N6 -14.004 10.873 -3.923
O11 -14.523 10.872 -2.845
O12 -14.598 11.449 -4.856
H30 -9.225 8.399 -4.691
H31 -9.870 10.532 -6.123
H32 -11.995 11.600 -5.737
H33 -12.985 8.615 -2.791
H34 -10.855 7.512 -3.191
C39 -26.071 14.336 -3.596
C40 -25.739 13.106 -3.087
C41 -26.101 11.909 -3.707
C42 -26.785 11.925 -4.933
C43 -27.101 13.189 -5.459
C44 -26.801 14.375 -4.750
N7 -27.216 10.729 -5.612
O13 -26.519 9.757 -5.457
O14 -28.233 10.785 -6.280
H35 -25.739 15.291 -3.217
H36 -25.127 13.104 -2.197
H37 -25.796 10.978 -3.252
H38 -27.697 13.311 -6.351
H39 -27.085 15.382 -5.014
C45 -22.763 17.666 -13.768
C46 -23.966 18.225 -13.381
C47 -24.870 17.450 -12.690
C48 -24.574 16.182 -12.248
C49 -23.253 15.665 -12.395
C50 -22.391 16.447 -13.137
N8 -25.588 15.417 -11.537
O15 -25.229 14.449 -10.874
O16 -26.741 15.722 -11.728
H40 -22.088 18.201 -14.419
H41 -24.205 19.223 -13.717
H42 -25.824 17.900 -12.460
H43 -23.004 14.660 -12.090
H44 -21.399 16.073 -13.344
C51 -21.717 12.369 -19.436
C52 -22.132 12.387 -18.098
C53 -23.191 13.197 -17.740
C54 -23.701 14.144 -18.659
C55 -23.239 14.162 -19.984
C56 -22.185 13.368 -20.361
N9 -24.789 15.032 -18.206
O17 -25.271 14.865 -17.055
O18 -25.282 15.753 -19.013
H45 -20.965 11.642 -19.704
H46 -21.694 11.708 -17.381
H47 -23.435 13.305 -16.693
H48 -23.614 14.789 -20.779
H49 -21.779 13.412 -21.361

=====

Values of ΔE to the lowest compared entry with this formula, charge and spin, in order: 0.00, 431.96, all in kJ/mol.
Values of HOMO, in order: -13.04, -9.64, all in eV.
Values of Kohn-Sham gap, in order: 7.74, 8.94, all in eV.